Entry 1:
DFT (the ωB97M-V functional and the def2-TZVPD basis) results for a molecular structure, C30H66N2O15Si2.

Geometry (Å):
C -1.17188 -7.85357 4.53674
C -0.09052 -8.37270 5.48555
C -0.02111 -9.90556 5.45946
C 1.28737 -7.71915 5.30061
C 2.19751 -8.19205 4.15441
C 1.63134 -7.90557 2.76185
C 3.59368 -7.56310 4.32114
O 3.79564 -6.43813 3.46553
Si 3.58891 -4.90223 3.95320
O 4.44773 -3.87709 2.96651
Si 3.82031 -2.37956 2.71238
C 2.52048 -2.43294 1.38364
C 1.20782 -1.70971 1.69043
O 0.57944 -2.40572 2.76922
C 0.27910 -1.65267 0.47697
N -0.78101 -0.66218 0.53718
O 3.18197 -1.86334 4.17956
N 3.39764 -0.48808 4.53821
O 2.51480 -0.08137 5.17337
H -2.12305 -8.35952 4.72516
H -1.33275 -6.78188 4.67319
H -0.91949 -8.02060 3.48885
H -0.41870 -8.07291 6.48668
H -0.24055 -10.29886 4.46216
H 0.96271 -10.27285 5.76296
H -0.75031 -10.34592 6.14223
H 1.15311 -6.63178 5.19915
H 1.83724 -7.88035 6.23551
H 2.34451 -9.27491 4.23565
H 0.80202 -8.57478 2.53383
H 1.27113 -6.87786 2.67849
H 2.39746 -8.05430 1.99846
H 3.73999 -7.24921 5.36369
H 4.37688 -8.28781 4.08474
H 2.18528 -4.46421 3.80806
H 4.03827 -4.77064 5.35706
H 4.91433 -1.43046 2.42815
H 2.96261 -1.97656 0.48831
H 2.29942 -3.47977 1.14410
H 1.41177 -0.66997 1.99540
H 0.19453 -1.77006 3.40143
H -0.18522 -2.64014 0.38281
H 0.87874 -1.45242 -0.41546
H -1.43494 -0.89636 1.27919
H -0.38817 0.24391 0.77714
O 0.95452 1.54296 -1.37737
C 0.29290 2.54832 -1.33910
O -0.97858 2.45114 -0.90235
C -1.78357 3.61096 -0.62863
C -2.47080 4.15558 -1.85957
C 0.83429 3.87546 -1.81115
H -1.17982 4.36813 -0.12467
H -2.51834 3.25006 0.08946
H -1.74709 4.50401 -2.60007
H -3.12160 4.98512 -1.58226
H -3.09328 3.38558 -2.31287
H 0.67096 3.96062 -2.88742
H 1.90388 3.87168 -1.61938
H 0.38301 4.74319 -1.33866
O 8.40066 -1.73214 8.92433
C 8.00362 -1.66227 7.79383
O 6.99965 -2.48460 7.41486
C 6.35327 -2.37958 6.13822
C 7.09081 -3.12698 5.04996
C 8.63739 -0.73729 6.77970
H 6.19418 -1.33295 5.87438
H 5.36969 -2.81809 6.30263
H 8.07788 -2.70058 4.86787
H 6.53207 -3.08063 4.11525
H 7.20837 -4.17541 5.32538
H 9.48158 -1.26172 6.33010
H 9.02037 0.12550 7.31722
H 7.97550 -0.40918 5.98460
O -5.69326 3.71565 -2.06280
C -6.26521 3.10987 -2.93028
O -5.51073 2.61873 -3.93867
C -6.04392 1.78205 -4.97841
C -6.63364 2.59685 -6.10840
C -7.76371 2.95515 -2.96111
H -6.75990 1.07182 -4.56511
H -5.18228 1.20891 -5.31736
H -7.48552 3.19087 -5.77834
H -6.96510 1.93316 -6.90828
H -5.89174 3.28766 -6.50805
H -8.17424 3.83325 -3.46220
H -8.11573 2.94943 -1.93352
H -8.11925 2.06835 -3.47596
O -6.12799 6.14769 -5.80664
C -5.28133 6.58372 -5.06979
O -5.24516 7.92239 -4.87025
C -4.38783 8.52060 -3.88697
C -2.98207 8.74629 -4.40309
C -4.23806 5.70118 -4.43963
H -4.39024 7.93073 -2.97035
H -4.87152 9.46998 -3.66223
H -2.48724 7.80287 -4.63520
H -2.38660 9.26192 -3.64882
H -3.00778 9.35831 -5.30514
H -3.40832 5.59721 -5.13624
H -4.68721 4.72553 -4.29402
H -3.84180 6.05619 -3.49535
O -0.13608 5.51423 -4.42837
C -0.32245 5.49951 -5.61701
O -1.26846 4.66831 -6.10162
C -1.67669 4.66510 -7.48095
C -0.78253 3.79907 -8.33963
C 0.50970 6.32541 -6.56580
H -1.74634 5.68492 -7.86007
H -2.68913 4.26403 -7.45064
H 0.23794 4.18086 -8.37125
H -1.16675 3.76826 -9.35955
H -0.75590 2.78307 -7.94667
H 1.40267 5.74994 -6.81379
H 0.82016 7.22307 -6.03858
H 0.00867 6.59718 -7.48951

**Total charge**: 0
**DFT total energy**: -81630.7435 eV
**Molar mass**: 751.03 g/mol
**Lowest unoccupied orbital energy**: -0.003 Ha
**HOMO energy**: -8.76 eV

***

Entry 2:
DFT (the ωB97M-V functional and the def2-TZVPD basis) results for 9 unconnected molecules or ions with the total composition C30H66O12 at a distorted geometry.

Geometry (Å):
C -2.26066 -6.97015 4.40989
C -3.29864 -7.87668 5.14312
C -3.64868 -6.96754 6.25159
O -2.48008 -6.10235 6.42052
C -1.46069 -6.37207 5.53634
H -2.70814 -6.11071 3.91067
H -1.58051 -7.40023 3.67469
H -2.71049 -8.71216 5.52280
H -4.09344 -8.15740 4.45205
H -3.99860 -7.43181 7.17361
H -4.45498 -6.27794 6.00171
H -0.81960 -7.18089 5.88693
H -0.90422 -5.45202 5.35760
C 0.32784 0.07107 -0.81263
C 1.13385 0.90112 0.13847
C 0.66568 0.36672 1.48617
O 0.58975 -1.09825 1.16983
C 0.12294 -1.32000 -0.19592
H 0.82633 -0.08776 -1.76886
H -0.68926 0.43334 -0.96220
H 1.05455 1.98241 0.02617
H 2.14831 0.54746 -0.04562
H -0.30853 0.75445 1.78394
H 1.20707 0.59845 2.40338
H -0.94259 -1.54406 -0.14560
H 0.75263 -2.13005 -0.56391
C 8.33659 2.19113 -5.25172
C 6.92186 2.31943 -5.62862
C 6.30560 3.05961 -4.50896
O 7.41280 3.82316 -3.98536
C 8.72497 3.38728 -4.35713
H 8.94622 2.29611 -6.14918
H 8.53204 1.24618 -4.74481
H 6.34312 1.44836 -5.93587
H 6.96233 3.08454 -6.40391
H 5.99179 2.43023 -3.67619
H 5.37704 3.58259 -4.73783
H 9.38885 3.18136 -3.51750
H 9.17400 4.17653 -4.96009
C 0.50048 4.10131 9.30266
C 0.17106 5.58398 9.09812
C -0.20151 6.09171 10.44941
O -0.87266 4.92674 11.01597
C -0.17551 3.72631 10.53414
H 1.57543 3.96562 9.42171
H 0.29599 3.46853 8.43902
H -0.73231 5.75058 8.51138
H 1.01568 6.07705 8.61686
H -0.96220 6.87182 10.47904
H 0.67493 6.43651 10.99810
H -0.94220 2.95961 10.42249
H 0.52436 3.41156 11.30823
C 2.67206 10.27998 -3.20518
C 2.51170 8.83825 -3.68273
C 1.81441 8.13916 -2.48038
O 0.89129 9.12111 -2.01307
C 1.38274 10.44908 -2.33870
H 2.69917 11.02044 -4.00461
H 3.49798 10.47598 -2.52143
H 3.42958 8.25042 -3.67486
H 2.03519 8.62978 -4.64063
H 2.44797 7.80426 -1.65908
H 1.12206 7.39700 -2.87781
H 1.58493 11.00883 -1.42552
H 0.67230 10.92425 -3.01517
C -7.03780 -3.85380 -4.11190
C -8.39518 -4.04743 -4.80951
C -9.26457 -4.97084 -3.84652
O -8.49986 -4.89060 -2.65858
C -7.49011 -3.91923 -2.68295
H -6.51833 -2.92460 -4.34606
H -6.41762 -4.67812 -4.46400
H -8.33056 -4.31120 -5.86514
H -8.94534 -3.10646 -4.80762
H -9.33953 -5.98260 -4.24502
H -10.24303 -4.54760 -3.61939
H -6.55065 -4.08982 -2.15720
H -7.98691 -2.97411 -2.46377
C 6.26050 -5.60858 -0.18396
C 6.32233 -4.99828 1.24891
O 7.51142 -5.46878 1.88066
O 6.46728 -7.05420 -0.02658
H 7.11475 -5.22404 -0.74117
H 5.33902 -5.48207 -0.75227
H 5.44394 -5.13568 1.87950
H 6.37849 -3.91424 1.14987
H 7.37589 -6.36885 2.18578
H 7.38830 -7.19065 0.20729
C -0.53057 -7.70551 -5.88970
C -0.66241 -8.33169 -7.31254
O -1.27301 -7.49142 -8.22278
O 0.19549 -6.43082 -5.87105
H -0.07675 -8.43377 -5.21755
H -1.51511 -7.49852 -5.47026
H -1.17911 -9.28272 -7.44166
H 0.35803 -8.40571 -7.68849
H -1.12056 -7.95426 -9.04991
H 0.99403 -6.57235 -6.38477
C -5.30925 6.57180 1.33757
C -6.09705 5.26085 1.67123
O -5.16443 4.19997 1.57589
O -4.79569 6.60584 -0.01169
H -4.39807 6.55732 1.93561
H -6.00739 7.36196 1.61386
H -6.86310 5.02997 0.93098
H -6.64757 5.37351 2.60522
H -4.86161 4.17398 0.66528
H -4.14805 7.31439 -0.00069

**Total charge**: 0
**DFT total energy**: -56741.3406 eV
**Molar mass**: 618.85 g/mol
**Lowest unoccupied orbital energy**: 0.018 Ha
**SMILES**: C1CCOC1.C1CCOC1.C1CCOC1.C1CCOC1.C1CCOC1.C1CCOC1.OCCO.OCCO.OCCO
**HOMO energy**: -9.21 eV
**Relative energy (zero: lowest compared OMol25 entry of this formula, charge and spin)**: 745.5 kJ/mol

***

Entry 3:
DFT (the ωB97M-V functional and the def2-TZVPD basis) results for 10 unconnected molecules or ions with the total composition C30H66O32P2 at a distorted geometry.

Geometry (Å):
C -0.07791 0.37835 -10.20170
O 1.24422 0.59821 -9.88949
P 1.78416 0.00495 -8.44583
O 0.76364 -0.01372 -7.30460
O 2.43022 -1.39129 -8.87932
C 3.05688 -2.18999 -7.92892
O 3.04137 0.99280 -8.12604
C 3.17848 1.68006 -6.87746
H -0.60432 -0.32681 -9.55847
H -0.01370 -0.09372 -11.18207
H -0.73988 1.24357 -10.23751
H 2.62410 -1.89987 -6.97151
H 4.12568 -1.99864 -8.02467
H 2.90577 -3.25712 -8.09168
H 2.38342 1.48701 -6.15725
H 3.25767 2.76315 -6.97096
H 4.03723 1.50165 -6.23031
C 2.15385 -0.96654 0.45535
O 1.01912 -0.68760 1.21929
P 0.70269 0.71919 1.97629
O -0.56906 0.78392 2.69921
O 0.78772 1.73561 0.64384
C -0.16917 1.66180 -0.42200
O 1.95304 1.12672 2.87677
C 2.37086 0.35440 3.96319
H 1.66439 -1.12073 -0.50629
H 2.44818 -1.97968 0.72922
H 3.00031 -0.28001 0.47229
H -0.14401 2.55222 -1.05020
H -1.17761 1.62016 -0.01039
H -0.05614 0.75980 -1.02343
H 3.05054 0.87635 4.63675
H 2.89591 -0.54921 3.65350
H 1.60439 0.00610 4.65553
C 2.39327 -5.98978 9.08501
O 3.18077 -5.76287 7.92058
C 4.38806 -6.20084 7.87993
O 5.07816 -6.58106 8.86193
O 4.82487 -6.04422 6.57127
C 6.12298 -6.47614 6.23588
H 2.54034 -6.92467 9.62579
H 1.35624 -5.98912 8.74935
H 2.63312 -5.09896 9.66551
H 6.11835 -7.54158 6.46592
H 6.90746 -6.02990 6.84708
H 6.44450 -6.41552 5.19614
C 8.69304 0.53898 3.44788
O 8.52624 -0.66866 2.75145
C 8.83803 -0.61913 1.50145
O 9.29071 0.28920 0.82068
O 8.54023 -1.84918 0.97686
C 8.80572 -2.12450 -0.35434
H 9.68829 0.97454 3.53664
H 8.33805 0.30834 4.45231
H 8.01942 1.31848 3.09192
H 8.39820 -3.11995 -0.53068
H 9.87992 -2.29752 -0.41965
H 8.49087 -1.41000 -1.11490
C -0.54085 -5.99388 -2.97295
O 0.47178 -6.55444 -2.08550
C 0.24413 -7.46088 -1.19045
O -0.82636 -8.01070 -1.05734
O 1.27888 -7.66105 -0.42112
C 1.16965 -8.56610 0.67128
H -0.15960 -5.87460 -3.98711
H -0.88698 -5.01681 -2.63585
H -1.35566 -6.71785 -2.96539
H 2.02069 -8.25962 1.27948
H 1.11577 -9.60516 0.34637
H 0.31203 -8.36481 1.31321
C -6.48026 6.31143 0.74688
O -7.33460 5.86353 -0.39019
C -8.31416 6.70252 -0.74057
O -8.64309 7.70307 -0.15155
O -8.70575 6.40873 -1.99746
C -9.66166 7.16110 -2.71497
H -5.80626 7.11004 0.43697
H -5.76379 5.51272 0.93877
H -6.91748 6.70856 1.66297
H -10.53996 7.45023 -2.13782
H -9.92781 6.74324 -3.68587
H -9.21961 8.15631 -2.76238
C -5.94939 -1.36338 -1.14626
O -5.76515 -1.07727 -2.52542
C -6.75210 -1.44576 -3.39841
O -7.90780 -1.73351 -3.09849
O -6.21774 -1.45856 -4.64735
C -6.97775 -1.84079 -5.76836
H -6.95427 -1.68622 -0.87409
H -5.74403 -0.48538 -0.53385
H -5.24959 -2.11452 -0.77998
H -8.06662 -1.82034 -5.72306
H -6.69687 -2.87736 -5.95469
H -6.65434 -1.16255 -6.55798
C -4.05663 -3.44909 6.67216
O -3.77514 -4.61713 5.93383
C -4.34674 -5.82779 6.15777
O -5.37969 -5.94883 6.90449
O -3.91047 -6.72676 5.21849
C -4.38110 -8.07559 5.24849
H -4.54959 -3.56130 7.63782
H -4.38575 -2.60109 6.07159
H -3.03202 -3.25906 6.99179
H -4.58446 -8.33228 6.28813
H -3.68016 -8.76125 4.77241
H -5.29534 -8.20757 4.66981
C 3.70643 8.45607 5.33464
O 2.36842 7.88698 5.36305
C 1.96131 7.00425 6.27683
O 2.70918 6.41474 7.07546
O 0.60028 6.76791 6.13377
C -0.07801 5.84512 6.95557
H 3.73378 9.06425 4.43050
H 4.53250 7.74622 5.37738
H 3.79406 9.22403 6.10318
H -1.00545 5.40148 6.59346
H -0.26220 6.26625 7.94391
H 0.58871 4.99879 7.12086
C -2.68157 5.70396 -6.54424
O -1.47655 6.30909 -7.02535
C -0.86620 7.32667 -6.29492
O -1.29693 7.70244 -5.24673
O 0.30025 7.56446 -6.78980
C 1.02569 8.80571 -6.48938
H -2.67644 4.68515 -6.93166
H -3.56266 6.21470 -6.93272
H -2.74166 5.61471 -5.45956
H 1.10157 8.91393 -5.40742
H 0.56431 9.71547 -6.87353
H 2.01605 8.67830 -6.92648

**Total charge**: 0
**DFT total energy**: -116276.1857 eV
**Molar mass**: 1000.77 g/mol
**Lowest unoccupied orbital energy**: 0.003 Ha
**SMILES**: COP(=O)(OC)OC.COP(=O)(OC)OC.COC(=O)OC.COC(=O)OC.COC(=O)OC.COC(=O)OC.COC(=O)OC.COC(=O)OC.COC(=O)OC.COC(=O)OC
**HOMO energy**: -10.59 eV
**Relative energy (zero: lowest compared OMol25 entry of this formula, charge and spin)**: 511.0 kJ/mol

***

Entry 4:
DFT (the ωB97M-V functional and the def2-TZVPD basis) results for 6 unconnected molecules or ions with the total composition C30H67BN2O9 at a distorted geometry.

Geometry (Å):
C 7.01560 -0.39552 -1.33909
C 7.26344 0.17255 -2.80873
B 5.88259 0.91740 -3.23562
O 5.16165 0.43382 -4.35460
C 5.38945 2.15000 -2.31944
O 3.94865 2.05482 -2.10417
C 3.65415 1.30662 -0.91035
C 3.49509 2.36038 0.27711
C 3.62452 1.55257 1.62613
C 3.49196 2.43549 2.92522
C 4.58618 3.59989 2.93910
N 5.90449 3.01145 2.60697
C 6.82598 4.01915 2.16697
C 6.58160 4.81482 0.82431
O 7.82394 4.31498 2.79546
C 2.25839 0.59924 -1.19602
O 2.24816 -0.59182 -0.39985
C 0.93653 -1.20411 -0.42958
C 0.10048 -0.52614 0.73895
C -1.29752 -1.24494 0.86904
C -2.55244 -0.28378 0.90659
C -2.32964 1.08946 1.64366
N -2.52329 2.27902 0.77919
C -3.81945 2.55587 0.38581
C -3.83126 3.78193 -0.42252
C -2.39110 4.15217 -0.43804
C -1.58638 3.21002 0.31721
H 6.94301 0.39914 -0.55654
H 7.89364 -1.03974 -1.06862
H 6.08568 -1.02393 -1.28285
H 8.09536 0.93457 -2.78404
H 7.48318 -0.69022 -3.49096
H 5.70427 0.49725 -5.16076
H 5.85853 2.15129 -1.29502
H 5.57067 3.12836 -2.83874
H 4.43795 0.55528 -0.63691
H 2.51565 2.89272 0.20464
H 4.39055 3.02866 0.19503
H 4.60327 1.01158 1.59413
H 2.80774 0.77519 1.67925
H 3.75622 1.77479 3.79992
H 2.45171 2.82068 3.06012
H 4.26824 4.38775 2.21210
H 4.59296 4.07033 3.96685
H 6.30785 2.50101 3.39788
H 7.08312 4.32789 -0.05216
H 6.98285 5.84416 1.02220
H 5.48851 4.85386 0.57412
H 1.47341 1.35202 -0.91990
H 2.13014 0.33605 -2.27910
H 0.40969 -0.90102 -1.38368
H 0.98291 -2.31060 -0.29457
H 0.04923 0.56837 0.52419
H 0.65057 -0.69253 1.71020
H -1.36380 -1.95045 1.74092
H -1.41754 -1.90150 -0.04273
H -3.35574 -0.83141 1.47966
H -2.99485 -0.13805 -0.11937
H -3.11924 1.17715 2.44382
H -1.35040 1.19797 2.16990
H -4.71428 1.94938 0.64324
H -4.70912 4.27850 -0.87506
H -2.01659 5.07540 -0.95073
H -0.49545 3.18698 0.51172
C -4.18426 -3.12017 -2.91902
C -3.90894 -2.88010 -1.44681
O -4.98158 -2.16106 -0.85522
H -4.31912 -2.17113 -3.44218
H -3.36262 -3.66718 -3.38721
H -5.10659 -3.69216 -3.05065
H -3.00041 -2.29109 -1.31954
H -3.78365 -3.82885 -0.91330
H -5.78333 -2.69376 -0.96259
C -8.28469 -5.26302 1.50887
C -7.37964 -4.10781 1.12926
O -6.87358 -4.28430 -0.19423
H -7.74163 -6.20951 1.45074
H -8.67085 -5.14030 2.52003
H -9.12908 -5.33632 0.81791
H -6.52747 -4.05115 1.80702
H -7.92151 -3.15826 1.17488
H -7.63000 -4.32473 -0.79219
C 4.96563 -3.85460 -2.40252
C 6.34536 -4.09924 -2.98379
O 6.64389 -5.49184 -2.97738
H 4.90846 -4.23557 -1.38076
H 4.72675 -2.78874 -2.39515
H 4.20288 -4.38058 -2.98320
H 7.10534 -3.59068 -2.38891
H 6.40725 -3.72921 -4.01263
H 5.97489 -5.93559 -3.51121
C -0.55234 9.13826 -1.09543
C -1.27140 8.17483 -2.02011
O -1.84641 7.10532 -1.27530
H 0.23165 8.62072 -0.53898
H -0.10213 9.95835 -1.65867
H -1.24409 9.55663 -0.35929
H -0.57424 7.74329 -2.73906
H -2.06580 8.68617 -2.57324
H -2.46984 7.48868 -0.64666
C -10.37930 -8.51720 4.76176
C -10.37572 -7.53608 3.60534
O -10.06230 -6.22503 4.06494
H -11.10649 -8.21430 5.51764
H -10.62562 -9.52435 4.41931
H -9.40152 -8.54230 5.25042
H -11.35832 -7.49780 3.13396
H -9.64033 -7.82946 2.84850
H -9.18894 -6.26098 4.47276

**Total charge**: 0
**DFT total energy**: -54277.1936 eV
**Molar mass**: 610.68 g/mol
**Lowest unoccupied orbital energy**: 0.017 Ha
**SMILES**: CCB(O)CO[C@@H](CCCCNC(C)=O)COCCCCCn1cccc1.CCO.CCO.CCO.CCO.CCO
**HOMO energy**: -7.64 eV